A cluster of 9 separate species, C5H27NO8 in total at a distorted geometry, computed with ωB97M-V/def2-TZVPD.

The geometry in XYZ format:
```
41
Properties=species:S:1:pos:R:3:forces:R:3
C -2.610 -0.719 2.767 2.31 -0.49 -0.78
C -1.274 -1.516 2.930 -0.10 0.20 -0.20
C -0.145 -1.079 2.030 -0.07 0.51 0.47
C 0.726 -0.184 2.519 1.63 -1.22 0.49
N 1.952 0.165 1.946 -0.92 0.43 -0.22
C 0.033 -1.637 0.653 0.59 -1.17 0.89
H -2.734 -0.535 1.701 -0.58 -0.33 -0.13
H -3.375 -1.343 3.210 -0.58 0.76 0.19
H -2.333 0.263 3.152 -0.95 -0.01 0.60
H -0.925 -1.351 3.952 -0.14 -0.31 0.11
H -1.448 -2.588 2.791 0.00 0.03 0.05
H 0.802 0.042 3.579 -0.87 0.25 -0.01
H 2.143 -0.068 0.993 0.47 -0.22 -0.02
H 2.652 0.535 2.554 0.20 0.09 -0.26
H -0.911 -2.029 0.280 -0.18 0.97 -0.88
H 0.645 -2.556 0.592 -0.05 -0.01 0.90
H 0.742 -1.013 0.124 -1.10 0.44 -1.08
H 4.638 2.281 -0.091 0.39 0.50 0.01
H 3.760 1.102 -0.007 -0.06 -0.31 -0.32
O 4.443 1.481 -0.575 -0.31 -0.08 0.24
H 0.353 1.618 0.557 0.46 -0.16 -0.16
H 0.786 2.746 -0.465 0.38 -0.45 0.01
O 0.289 2.547 0.326 -0.91 0.88 0.60
H 0.863 1.173 -1.746 -0.09 -0.05 -0.27
H 2.334 1.554 -2.016 0.35 0.01 -0.08
O 1.777 0.872 -1.638 0.03 -0.40 0.30
H -3.056 3.050 -0.404 -0.32 -0.21 0.21
H -4.042 2.317 -1.378 -0.09 -0.26 0.34
O -3.407 3.028 -1.298 0.46 0.47 -0.44
H -0.249 -1.501 -4.408 0.05 -0.05 -0.02
H 0.085 -0.334 -3.496 0.19 0.05 0.07
O 0.452 -1.151 -3.848 -0.24 -0.02 0.01
H -1.164 2.288 -1.378 0.10 -0.15 0.19
H -1.324 1.923 -2.830 0.07 -0.05 -0.05
O -0.766 1.737 -2.066 -0.46 0.08 -0.43
H 2.370 -1.191 -1.216 -0.36 -0.34 -1.06
H 2.613 -2.816 -1.019 -0.44 0.37 -0.77
O 2.733 -1.919 -0.716 1.09 0.19 1.49
H -2.706 -2.508 -2.004 0.52 -0.20 0.03
H -1.934 -1.127 -2.019 0.37 -0.41 0.12
O -2.789 -1.558 -2.036 -0.83 0.66 -0.12
```
Positions in Å, forces in eV/Å.

Properties
- Gap between HOMO and LUMO: 7.571 eV
- Charge: 0
- Energy relative to the best compared isomer or geometry (same formula, charge and spin): 191.07 kJ/mol
- Spin multiplicity: 1

List of Mulliken charges in e, atom by atom: C -1.0306; C -1.0981; C 0.9342; C -0.6784; N -0.2503; C -0.2287; H 0.2612; H 0.3495; H 0.3178; H 0.3743; H 0.4074; H 0.2900; H 0.1798; H 0.1512; H 0.3662; H 0.2219; H -0.5886; H 0.3019; H 0.3108; O -0.6245; H 0.4346; H 0.2708; O -0.7027; H 0.2177; H 0.2906; O -0.3985; H 0.3286; H 0.3282; O -0.6663; H 0.2979; H 0.2678; O -0.5953; H 0.2715; H 0.2731; O -0.5830; H 0.3263; H 0.2965; O -0.6183; H 0.3006; H 0.3139; O -0.6210

A structure of composition C5H28B2LiO5 at a distorted geometry, computed with ωB97M-V/def2-TZVPD.

The geometry in XYZ format:
```
41
Properties=species:S:1:pos:R:3:forces:R:3
Li 18.104 4.631 25.966 -0.12 1.00 -0.36
B 17.753 6.972 25.971 -0.42 0.37 0.03
H 17.090 6.906 24.975 -0.41 -0.06 -0.62
H 17.967 8.106 26.265 0.17 0.65 0.06
H 17.186 6.457 26.880 -0.33 -0.35 0.44
H 18.790 6.435 25.782 1.08 -0.57 -0.22
B 17.427 3.626 27.704 -0.38 -0.40 0.22
H 17.555 2.678 26.988 0.16 -0.56 -0.49
H 18.401 4.282 27.671 1.10 0.39 0.29
H 16.559 4.320 27.302 -0.54 0.19 -0.30
H 17.192 3.288 28.814 0.09 -0.22 0.70
C 14.496 3.309 30.319 0.17 0.18 0.50
O 14.569 3.169 28.925 -0.04 -0.04 0.02
H 15.491 3.214 30.768 -0.07 0.02 0.09
H 14.076 4.276 30.630 0.11 0.07 -0.16
H 13.856 2.552 30.783 0.02 -0.19 -0.33
H 15.476 3.419 28.664 -0.44 -0.05 -0.14
C 20.743 2.891 25.864 0.18 0.18 0.56
O 20.297 4.203 25.494 0.63 -0.89 -0.05
H 20.311 2.686 26.843 -0.33 -0.29 -0.27
H 20.485 2.153 25.101 -0.20 -0.12 0.19
H 21.826 2.822 26.023 0.00 0.33 -0.19
H 20.980 4.506 24.888 -0.43 0.60 -0.12
C 17.690 2.636 23.960 -0.19 0.30 -0.57
O 17.238 3.950 24.286 0.43 -0.42 0.11
H 18.395 2.291 24.707 -0.15 0.01 0.23
H 16.845 1.951 23.897 0.11 -0.17 0.09
H 18.210 2.666 22.997 -0.05 -0.12 -0.02
H 16.344 4.057 23.959 -0.05 0.27 0.17
C 19.721 3.794 30.856 -0.70 0.64 0.42
O 19.105 4.950 30.297 0.53 -0.34 -0.21
H 20.070 3.093 30.098 0.06 -0.06 0.00
H 20.544 4.122 31.494 0.17 -0.07 -0.15
H 18.987 3.314 31.511 0.14 -0.37 -0.09
H 18.827 4.703 29.402 -0.26 0.25 0.08
C 18.389 -0.102 27.837 -0.41 0.33 1.55
O 17.383 0.536 28.638 0.43 -0.11 -0.54
H 17.934 -0.769 27.103 0.15 0.24 -0.37
H 19.043 0.680 27.451 0.05 -0.30 -0.61
H 18.984 -0.715 28.524 0.08 -0.09 -0.19
H 17.388 1.471 28.356 -0.35 -0.23 0.23
```
Positions in Å, forces in eV/Å.

Properties
- Gap between HOMO and LUMO: 7.823 eV
- Charge: -1
- Spin multiplicity: 1

List of Mulliken charges in e, atom by atom: Li 0.0175; B 0.6419; H -0.3204; H -0.2437; H -0.2542; H -0.2949; B 1.4238; H -0.3710; H -0.4396; H -0.0241; H -0.4282; C -0.5560; O -0.5440; H 0.1474; H 0.2445; H 0.2511; H 0.1476; C -0.4940; O -0.4325; H -0.0564; H 0.2752; H 0.4221; H 0.2359; C -0.2456; O -0.3785; H -0.1903; H 0.3466; H 0.2369; H 0.2427; C -0.4950; O -0.5782; H 0.1655; H 0.2659; H 0.2108; H 0.1131; C -0.1831; O -0.5647; H 0.2099; H -0.1141; H 0.2545; H 0.3555

A cluster of 8 separate species, C5H28N2O7S in total at a distorted geometry, computed with ωB97M-V/def2-TZVPD.

The geometry in XYZ format:
```
43
Properties=species:S:1:pos:R:3:forces:R:3
N 1.626 -1.423 -1.735 -2.38 -0.04 0.90
C 1.451 -1.394 -0.228 0.21 -2.02 -0.24
C 0.209 -2.205 0.242 0.57 2.16 0.79
S 0.435 -3.936 -0.125 -0.70 -0.25 -0.12
C 1.416 0.029 0.279 -0.96 0.75 0.82
N 1.193 0.298 1.728 -0.58 -0.89 -0.69
C 2.262 -0.329 2.526 -0.45 -0.01 -0.49
C 1.002 1.737 1.871 0.44 1.33 -0.20
H 2.374 -2.020 -2.051 0.11 -0.15 0.27
H 0.722 -1.872 -2.045 1.46 0.63 -0.10
H 2.193 -2.063 0.228 0.95 0.96 -0.06
H -0.611 -1.713 -0.294 -0.35 -0.67 0.32
H 0.190 -2.010 1.363 -0.38 -0.42 -1.36
H -0.879 -4.211 0.007 0.33 -0.26 -0.05
H 2.335 0.542 0.063 0.60 0.26 -0.85
H 0.562 0.581 -0.158 0.67 -0.54 -0.51
H 2.262 0.020 3.558 -0.08 -0.07 -0.09
H 2.067 -1.395 2.471 -0.06 -0.28 0.51
H 3.273 -0.252 2.093 -0.12 0.63 -0.01
H 0.034 2.085 2.317 1.13 -0.59 0.70
H 1.954 2.159 2.211 -0.47 0.30 1.20
H 0.950 2.352 0.962 -0.07 -1.11 -0.55
H -1.082 0.980 -1.883 -0.03 -0.40 -0.20
H 0.044 0.391 -2.821 -0.53 -0.16 0.39
O -0.289 1.182 -2.378 0.45 1.18 -0.22
H -1.949 -1.149 1.389 1.08 -0.33 0.40
H -0.844 -0.046 1.818 0.47 -0.56 -0.11
O -1.781 -0.228 1.609 -0.52 0.52 0.10
H -4.641 -1.370 0.675 -1.18 -0.42 0.41
H -3.544 -0.852 1.311 -0.84 0.27 1.52
O -4.404 -1.222 1.608 1.21 0.17 -1.89
H -2.461 0.442 0.360 -0.31 1.14 -0.53
H -3.270 1.678 -0.362 0.07 -0.01 0.31
O -2.903 0.800 -0.478 0.38 -0.49 0.04
H -0.012 2.864 -1.113 -0.22 -0.01 0.24
H 1.108 3.869 -0.976 0.01 0.17 0.40
O 0.274 3.608 -0.564 -0.17 0.22 -0.31
H -2.271 -0.240 -1.631 -0.67 -0.48 -0.35
H -2.275 -1.393 -2.759 -0.27 0.32 0.21
O -1.764 -0.948 -2.077 0.34 -0.75 -0.01
H 1.234 2.789 -2.262 0.71 0.39 -0.73
H 1.706 1.477 -2.343 1.38 0.70 -0.08
O 2.106 2.386 -2.403 -1.22 -1.20 0.21
```
Positions in Å, forces in eV/Å.

Properties
- Gap between HOMO and LUMO: 9.230 eV
- Charge: 0
- Energy relative to the best compared isomer or geometry (same formula, charge and spin): 179.42 kJ/mol
- Spin multiplicity: 1

List of Mulliken charges in e, atom by atom: N -0.5033; C -0.5260; C -0.0895; S -0.1942; C -0.7271; N 0.0459; C -1.1358; C -1.0100; H 0.2687; H 0.3097; H 0.5402; H -0.0307; H 0.3090; H 0.1447; H 0.6599; H 0.1594; H 0.3803; H 0.3333; H 0.3183; H 0.1710; H 0.4381; H 0.4783; H 0.2624; H 0.3038; O -0.7668; H 0.4081; H 0.2869; O -0.8777; H 0.3247; H 0.2573; O -0.6167; H 0.6072; H 0.2822; O -0.7526; H 0.3412; H 0.3697; O -0.7381; H 0.3106; H 0.2077; O -0.5506; H 0.3275; H 0.3393; O -0.6663

A cluster of 9 separate species, C5H28N2O9 in total at a distorted geometry, computed with ωB97M-V/def2-TZVPD.

The geometry in XYZ format:
```
44
Properties=species:S:1:pos:R:3:forces:R:3
C 0.497 0.732 0.151 -0.55 -1.14 -1.23
N 1.605 0.745 1.099 0.44 -0.30 1.21
C 2.899 0.771 0.678 -1.01 0.81 -0.85
O 3.192 0.912 -0.511 0.46 -0.10 0.78
C -0.599 1.740 0.480 -0.14 -0.47 0.56
C -1.110 1.790 1.920 0.95 0.65 1.25
C -1.289 0.424 2.634 1.09 0.53 -0.07
N -2.090 -0.571 1.918 -0.23 -0.25 -1.45
H 0.091 -0.317 0.114 0.32 1.13 0.15
H 0.852 0.936 -0.908 -0.09 -0.16 1.52
H 1.410 0.336 2.058 0.48 0.61 -1.74
H 3.652 0.802 1.469 0.01 -0.31 0.15
H -1.453 1.634 -0.163 -0.29 -0.57 -0.53
H -0.246 2.701 0.192 0.42 1.07 0.01
H -2.041 2.354 1.935 -0.24 -0.05 -0.07
H -0.406 2.444 2.534 -0.72 -0.92 -0.55
H -0.241 0.046 2.862 -1.49 0.09 -0.48
H -1.695 0.578 3.640 -0.24 0.05 -0.28
H -1.732 -0.754 0.929 -0.80 0.43 1.85
H -3.108 -0.317 1.857 1.57 -0.20 0.10
H -2.218 0.237 -1.386 0.30 -0.37 0.91
H -1.631 0.413 -2.784 -0.84 0.25 0.70
O -2.464 0.528 -2.251 0.18 0.71 -1.78
H 0.705 -0.593 -2.722 3.02 -0.20 1.34
H -0.029 -0.893 -3.999 -0.14 0.04 0.11
O -0.137 -0.518 -3.116 -2.54 0.11 -1.85
H -2.211 -2.075 -1.401 -0.38 -0.17 0.00
H -0.916 -1.347 -1.897 -1.03 -0.72 1.67
O -1.402 -1.680 -1.038 1.57 0.50 -1.37
H 2.142 4.327 1.164 -0.17 0.06 0.29
H 1.494 2.988 1.424 0.00 0.30 0.38
O 1.556 3.886 1.798 0.31 -0.31 -0.62
H 0.019 -2.329 -0.329 -0.62 -0.53 -0.24
H 1.024 -3.542 -0.090 -0.23 -0.46 -0.12
O 0.921 -2.595 -0.069 0.53 0.40 0.20
H 0.155 -1.877 2.741 1.04 0.14 -0.13
H 1.054 -1.991 1.558 0.23 -0.79 -2.21
O 1.081 -1.707 2.444 -1.17 0.41 2.85
H 1.773 -1.644 -1.236 0.19 -0.14 0.03
H 2.583 -0.336 -1.498 -0.17 -0.33 -0.31
O 2.103 -1.072 -1.949 0.29 0.40 -0.13
H -3.320 -0.941 -2.639 -0.25 -0.60 0.16
H -4.461 -1.802 -2.181 -4.31 0.23 1.59
O -3.631 -1.880 -2.500 4.23 0.21 -1.82
```
Positions in Å, forces in eV/Å.

Properties
- Gap between HOMO and LUMO: 9.656 eV
- Charge: 0
- Energy relative to the best compared isomer or geometry (same formula, charge and spin): 185.67 kJ/mol
- Spin multiplicity: 1

List of Mulliken charges in e, atom by atom: C 1.0448; N 0.2013; C -0.0341; O -0.6898; C -1.3586; C -0.5784; C -0.6340; N -0.4738; H -0.6234; H 0.2527; H 0.1887; H 0.4464; H 0.3172; H 0.5966; H 0.4842; H 0.1569; H 0.0590; H 0.4730; H 0.1409; H 0.2908; H 0.4243; H 0.4581; O -0.8472; H 0.3400; H 0.2362; O -0.5861; H 0.3961; H 0.3370; O -0.8354; H 0.3245; H 0.3035; O -0.6746; H 0.4138; H 0.2818; O -0.7868; H 0.3344; H 0.4236; O -0.7203; H 0.4714; H 0.4013; O -0.8918; H 0.3566; H 0.2805; O -0.7013

A cluster of 9 separate species, C5H29N2O9 in total at a distorted geometry, computed with ωB97M-V/def2-TZVPD.

The geometry in XYZ format:
```
45
Properties=species:S:1:pos:R:3:forces:R:3
C 0.203 1.299 -1.831 0.16 1.12 1.36
N -0.278 0.459 -0.751 -0.09 -0.57 -0.37
C -1.394 -0.446 -1.018 1.17 0.50 -0.60
N -1.476 -1.161 -2.286 0.52 -0.70 -0.08
C 0.729 2.588 -1.147 -0.21 0.00 -0.38
C -0.187 3.030 0.001 0.76 1.18 -0.30
C 0.404 2.540 1.309 -0.59 -2.06 0.10
O -0.485 2.540 2.411 0.63 1.21 0.72
H -0.620 1.628 -2.469 -0.08 -0.39 -0.18
H 1.028 0.874 -2.410 -0.31 -0.26 -0.29
H 0.514 -0.030 -0.341 -0.08 -0.22 -0.25
H -2.297 0.145 -0.832 -0.40 -0.40 -0.15
H -1.210 -1.251 -0.314 -0.74 0.05 0.57
H -1.189 -0.682 -3.134 -0.37 0.75 0.33
H -0.692 -1.833 -2.159 -0.41 0.09 -0.19
H 1.716 2.398 -0.724 0.20 0.06 -0.21
H 0.812 3.356 -1.922 0.22 0.09 0.14
H -1.214 2.757 -0.241 0.01 -0.33 0.45
H -0.194 4.124 0.089 -0.06 0.06 -0.27
H 0.738 1.503 1.213 -0.08 -0.09 -0.38
H 1.346 3.026 1.528 -0.09 0.88 0.33
H -2.932 -2.266 -1.052 -0.46 -0.14 -0.19
H -3.411 2.038 1.252 0.04 -0.14 -0.44
O -3.131 -3.208 -0.928 -0.10 0.49 0.23
H -2.296 -3.544 -1.247 0.39 -0.58 -0.13
H -0.031 -2.732 2.559 -0.50 0.12 0.07
O -0.709 -2.366 3.177 0.27 0.01 0.11
H 4.396 0.670 -0.967 0.92 0.01 0.48
H 3.261 0.627 -1.743 -0.09 0.14 -0.63
O 4.122 1.085 -1.783 -0.83 -0.32 0.19
H 1.100 -3.022 -1.989 -0.45 -0.25 -0.02
H 0.536 -3.083 0.141 -0.25 0.34 -0.15
O 0.701 -2.437 -1.331 0.75 -1.12 -0.55
H -0.045 0.815 3.640 0.35 0.11 -0.15
H -1.380 -2.032 2.578 -0.20 -0.10 -0.11
O 0.555 0.062 3.753 -0.04 0.66 0.17
H -1.374 2.300 2.118 0.07 -0.14 -0.13
H -2.224 1.093 0.770 -0.07 0.10 -0.33
O -2.684 1.476 1.526 -0.43 -0.26 0.58
H 2.891 -1.292 0.339 -0.28 -0.37 0.00
H 1.890 -1.925 -0.991 -0.10 1.49 1.37
O 2.577 -1.149 -0.556 0.37 0.12 -0.76
H 0.002 -0.705 3.577 -0.04 -0.63 0.02
H 1.384 -3.869 1.090 -0.06 -0.04 0.34
O 0.543 -3.399 1.093 0.57 -0.49 -0.33
```
Positions in Å, forces in eV/Å.

Properties
- Gap between HOMO and LUMO: 8.514 eV
- Charge: -1
- Energy relative to the best compared isomer or geometry (same formula, charge and spin): 175.79 kJ/mol
- Spin multiplicity: 1

List of Mulliken charges in e, atom by atom: C -0.8262; N 0.5466; C -1.1658; N -0.6971; C -0.7194; C -0.3764; C -0.3962; O -0.6891; H 0.4565; H 0.2610; H 0.0299; H 0.4927; H 0.4671; H 0.3049; H 0.2302; H 0.3038; H 0.3579; H 0.1499; H 0.4304; H 0.0370; H 0.4867; H 0.4360; H 0.3000; O -0.6982; H 0.3254; H 0.4680; O -0.7682; H 0.3328; H 0.2812; O -0.6781; H 0.1371; H 0.4094; O -0.8687; H 0.3108; H 0.2916; O -0.6728; H 0.4351; H 0.2352; O -0.7290; H 0.1841; H 0.2862; O -0.6627; H 0.4085; H 0.2680; O -0.7159

A cluster of 10 separate species, C5H29NO11 in total at a distorted geometry, computed with ωB97M-V/def2-TZVPD.

The geometry in XYZ format:
```
46
Properties=species:S:1:pos:R:3:forces:R:3
C 1.540 0.437 0.442 -0.36 0.18 -0.14
C 1.645 -0.477 -0.778 0.19 -0.36 0.13
C 1.256 -1.912 -0.418 -0.01 0.15 -0.35
C 3.066 -0.422 -1.320 -0.02 0.17 -0.10
N 0.170 0.596 0.924 0.85 0.38 -0.58
C -0.731 1.376 0.329 -0.09 0.34 -0.35
O -1.947 1.203 0.794 -0.42 -0.21 0.57
O -0.469 2.187 -0.587 0.04 -0.26 0.18
H 2.126 0.001 1.250 -0.03 0.01 0.10
H 1.951 1.421 0.226 0.03 0.06 -0.09
H 0.958 -0.134 -1.552 -0.06 0.21 -0.05
H 1.901 -2.307 0.368 0.03 0.26 0.02
H 1.381 -2.547 -1.296 -0.07 -0.08 -0.06
H 0.213 -1.989 -0.103 0.25 0.07 -0.08
H 3.306 0.584 -1.656 0.04 0.18 0.05
H 3.209 -1.075 -2.178 -0.07 -0.19 0.00
H 3.784 -0.709 -0.549 0.07 -0.05 0.05
H -0.162 -0.098 1.560 -0.25 -0.29 0.32
H -2.683 1.946 0.516 0.50 -0.07 -0.18
H -2.701 -0.100 -0.304 -0.15 -0.24 -0.13
H -2.638 -1.531 -0.847 0.08 -0.26 0.06
O -3.036 -0.672 -1.019 -0.09 0.61 -0.13
H -1.561 -2.240 1.012 -0.29 -0.17 0.17
H -2.691 -3.293 0.739 0.54 0.42 -0.20
O -1.918 -2.851 0.338 -0.35 -0.58 0.16
H 0.064 -2.470 2.318 0.14 -0.06 -0.07
H -0.746 -1.534 3.264 -0.08 -0.02 0.06
O -0.481 -1.655 2.349 -0.06 -0.23 0.46
H 3.541 -1.871 3.273 -0.11 -0.05 -0.40
H 4.153 -1.825 1.868 -0.21 -0.02 0.11
O 3.313 -1.950 2.332 0.35 0.02 0.32
H -3.199 0.912 -2.286 0.09 0.51 -0.07
H -2.075 1.939 -2.238 -0.09 0.07 -0.01
O -3.026 1.873 -2.420 0.07 -0.74 0.09
H -0.999 3.897 -0.539 0.05 0.05 0.15
H -0.983 5.207 0.306 -0.19 -0.23 -0.28
O -1.513 4.703 -0.330 0.11 0.23 0.22
H -3.568 2.596 -0.921 0.02 0.23 0.23
H -2.959 3.689 0.046 -0.48 -0.37 -0.17
O -3.543 2.882 0.031 0.14 0.55 -0.12
H 1.007 2.504 -1.555 0.10 0.05 -0.07
H 1.339 2.996 -2.964 0.05 0.04 -0.06
O 1.754 2.760 -2.130 -0.04 -0.08 0.06
H -0.103 -4.004 0.946 0.37 -0.08 0.08
H 1.451 -3.983 1.143 -0.53 -0.04 0.21
O 0.604 -4.061 1.616 -0.06 -0.10 -0.08
```
Positions in Å, forces in eV/Å.

Properties
- Gap between HOMO and LUMO: 9.843 eV
- Charge: 0
- Energy relative to the best compared isomer or geometry (same formula, charge and spin): 0.00 kJ/mol
- Spin multiplicity: 1

List of Mulliken charges in e, atom by atom: C -1.5485; C 1.3971; C -0.7935; C -1.7122; N 0.1005; C 0.6829; O -0.7798; O -0.6759; H 0.4942; H 0.3842; H 0.2260; H -0.0417; H 0.3966; H -0.0870; H 0.4213; H 0.4169; H 0.2502; H 0.3072; H 0.4040; H 0.3879; H 0.3904; O -0.7201; H 0.4055; H 0.3069; O -0.6946; H 0.3621; H 0.2099; O -0.6193; H 0.2757; H 0.2813; O -0.5762; H 0.3822; H 0.3284; O -0.7775; H 0.4009; H 0.3088; O -0.7301; H 0.5061; H 0.4522; O -0.7232; H 0.3726; H 0.2854; O -0.6390; H 0.3785; H 0.3435; O -0.7408